Here is a cluster of 2 separate species, C10H10N2O2 in total from OMol25. Energies are from wB97M-V/def2-TZVPD.

The geometry in XYZ format:
```
24
C10H10N2O2 (wB97M-V/def2-TZVPD)
O 2.22433 -2.32077 -3.24778
C 2.68573 -1.55132 -2.33093
C 4.05961 -1.42755 -1.78572
C 4.10677 -0.28559 -0.99870
N 3.06669 0.62548 -0.77093
C 1.79286 0.53274 -1.20455
O 0.77145 1.17280 -0.92061
N 1.78342 -0.60980 -1.84595
H 4.95297 -2.03748 -2.05818
H 5.23238 0.19755 -0.78026
H 3.13283 1.44996 -0.12846
H 1.04731 -0.59585 -2.59462
C -3.05675 1.48156 0.75486
C -3.73853 1.50584 1.97534
C -3.72410 0.31319 2.71407
C -2.78761 -0.75869 2.32517
C -2.03784 -0.73796 1.13939
C -2.21298 0.46874 0.35200
H -3.07920 2.34832 0.02828
H -4.21385 2.38707 2.29862
H -4.41563 0.12617 3.54378
H -2.73216 -1.55834 2.99063
H -1.35411 -1.46879 0.95874
H -1.50358 0.74272 -0.41420
```

Output
Molar mass, g mol⁻¹: 190.20
SMILES string: O=c1cc[nH]c(=O)[nH]1.c1ccccc1
Orbital gap, eV: 8.71
ΔE to the lowest compared entry with this formula, charge and spin, kcal/mol: 68.0


Here is the molecule C3H5NO3 from OMol25. Energies are from wB97M-V/def2-TZVPD.

The geometry in XYZ format:
```
12
C3H5NO3 (wB97M-V/def2-TZVPD)
C 2.59719 -0.47950 0.33143
N 1.66250 0.39777 -0.17578
O 0.47074 -0.18571 -0.28856
C -0.55683 0.67388 -0.06349
O -0.82610 1.88308 -0.08957
C -1.66970 -0.23044 0.50062
O -1.49003 -1.53941 -0.29047
H 3.68775 -0.20705 0.17043
H 1.90773 -1.58049 0.30192
H -1.35090 -0.18740 1.68188
H -2.83362 -0.06888 0.13372
H -0.50922 -1.78787 -0.31999
```

Output
Molar mass, g mol⁻¹: 103.08
SMILES string: C=NOC(=O)CO
Orbital gap, eV: 9.93
ΔE to the lowest compared entry with this formula, charge and spin, kcal/mol: 156.3


Here is a structure of composition C30H47BrCl2N3O6PtSi from OMol25. Energies are from wB97M-V/def2-TZVPD.

The geometry in XYZ format:
```
91
C30H47BrCl2N3O6PtSi (wB97M-V/def2-TZVPD)
C -1.74343 0.19531 -5.25515
C -1.13665 -0.93024 -4.46767
H -1.11452 0.66423 -6.04703
H -2.10810 1.00730 -4.59987
H -2.63249 -0.25155 -5.71918
C -0.39708 -1.91909 -4.96972
C -0.82779 -2.53189 -6.22774
H 0.24783 -2.51098 -4.34592
H -0.48364 -2.05607 -7.14408
H -1.91953 -2.53645 -6.32246
H -0.49199 -3.56165 -6.30201
Pt 1.59042 1.72463 1.25491
Cl -0.97546 1.59492 0.81839
C 0.84857 -0.37932 2.78051
O 1.31182 0.78750 3.02504
N 1.42707 -1.53220 3.12239
C 2.88164 -1.65329 3.31509
C 0.67557 -2.77048 3.05820
H -0.02981 -0.49327 2.17518
H 3.22345 -0.82790 3.95447
H 3.43583 -1.60599 2.36082
H 3.05638 -2.60800 3.79923
H -0.37959 -2.48093 3.08994
H 0.93617 -3.36892 3.94025
H 0.85641 -3.34948 2.13583
H 1.28752 3.04594 5.77089
H -0.53571 3.61039 5.93827
C 1.45225 2.82166 4.72459
C -0.91416 3.37908 4.94319
N 0.23528 3.24939 4.06101
H 1.60378 1.75493 4.60309
C 0.08413 3.56101 2.76075
O 1.03489 3.70276 1.92465
H -1.50307 2.44299 4.96020
H -0.96787 3.73639 2.44048
H 2.31574 3.35907 4.35506
H -1.53716 4.20835 4.57660
H 3.17312 -0.05629 -4.07078
H 3.52499 -2.39188 -3.28751
C 4.06888 0.18985 -3.48183
C 4.17035 -2.09427 -2.45939
N 4.17324 -0.65059 -2.30525
H 4.00041 1.23381 -3.14888
C 4.57312 -0.08013 -1.13749
O 4.93488 1.07763 -0.98712
H 3.79851 -2.54033 -1.52422
H 4.50148 -0.76188 -0.26150
H 4.94593 0.08667 -4.13731
H 5.17551 -2.49637 -2.64231
O 0.08703 0.36347 -3.47110
C -1.05482 -0.59822 -2.99685
C 0.61285 -2.34086 -2.06658
C -0.61481 -1.62144 -1.97949
H 1.34209 -2.09829 -2.84319
C 0.76466 -3.46664 -1.26839
H -2.06349 -0.31866 -2.77844
C -1.37446 -1.74348 -0.79988
H 1.52523 -4.20990 -1.54227
C -0.13691 -3.71226 -0.22207
C -1.20849 -2.84161 0.00105
H -2.21101 -1.05765 -0.61406
H 0.07392 -4.54013 0.43515
H -1.94072 -3.10814 0.74142
Si 0.35395 1.92575 -3.31630
Cl 2.30403 -0.32675 0.69951
C 1.69712 2.60628 -1.91816
C -0.88895 2.72836 -2.17857
C 1.10558 2.60175 -4.92713
H 1.36103 2.78843 -0.87967
H 1.78318 3.61758 -2.31769
H 2.72153 2.27403 -1.78235
H 1.92274 1.88366 -5.19838
H 1.51210 3.57767 -4.71030
H 0.33764 2.61863 -5.75262
H -0.46376 3.10190 -1.23039
H -1.76851 2.16057 -1.88401
H -1.15069 3.59736 -2.77987
Br -3.87582 2.48471 2.96326
C -4.57986 0.93406 3.76328
C -5.93264 0.91840 4.15543
C -6.49526 -0.23376 4.70957
C -5.70721 -1.37496 4.87873
C -4.37463 -1.37027 4.46134
C -3.78392 -0.20881 3.94721
C -2.28283 -0.30276 3.64170
O -1.50083 0.52586 4.17589
O -1.99231 -1.28733 2.91016
H -6.53052 1.82214 4.05745
H -7.54243 -0.22505 5.01232
H -6.12274 -2.27594 5.32503
H -3.75416 -2.26206 4.53468
```

Output
Molar mass, g mol⁻¹: 919.70
Orbital gap (alpha / beta), eV: 7.21 / 7.54
⟨S²⟩: 2.006
2S+1: 3
Net charge: -1


Here is the molecule C3H9N3O from OMol25. Energies are from wB97M-V/def2-TZVPD.

The geometry in XYZ format:
```
16
C3H9N3O (wB97M-V/def2-TZVPD)
N -1.81870 -1.74810 1.38402
C -1.63343 -0.66350 0.50655
N -0.21727 -0.35490 0.27393
C 0.20156 0.38121 -0.78733
O -0.46354 0.57194 -1.79229
C 1.49217 1.17278 -0.64086
N 2.27347 0.83119 0.56331
H -1.86441 -2.68169 1.02121
H -1.96758 -1.62204 2.36367
H -2.13736 0.22675 0.88052
H -2.06412 -0.82579 -0.48271
H 0.50848 -0.84611 0.77567
H 1.17487 2.21256 -0.75966
H 2.12891 0.92843 -1.48289
H 2.20887 1.60276 1.23270
H 3.25649 0.94828 0.33100
```

Output
Molar mass, g mol⁻¹: 103.12
SMILES string: NCNC(=O)CN
Orbital gap, eV: 9.96
ΔE to the lowest compared entry with this formula, charge and spin, kcal/mol: 19.5


Here is the molecule C21H23N3O4 from OMol25. Energies are from wB97M-V/def2-TZVPD.

The geometry in XYZ format:
```
51
C21H23N3O4 (wB97M-V/def2-TZVPD)
C 6.30971 2.29279 -2.35205
C 6.36345 2.86050 -0.95898
O 7.32785 3.46890 -0.54292
N 5.28802 2.66943 -0.12977
C 5.42284 3.19588 1.23400
C 4.18808 2.71578 1.99968
C 3.36413 2.05444 0.93591
C 2.11326 1.50544 1.06354
C 1.50330 0.92669 -0.05657
C 0.16011 0.30444 -0.04465
O -0.28347 -0.24126 -1.03322
C -0.60962 0.39759 1.27559
N -1.94911 -0.11668 1.36902
C -2.15389 -1.54653 1.35708
C -2.50581 -2.11803 -0.03089
N -3.64167 -1.39893 -0.55852
C -4.92971 -1.80476 -0.62081
O -5.84286 -1.01700 -0.84052
C -5.26893 -3.23440 -0.46958
C -6.53917 -3.72922 -0.30730
C -6.42115 -5.13415 -0.26534
C -5.09421 -5.39938 -0.41348
O -4.39007 -4.26441 -0.53530
C -3.35639 0.01753 -0.68765
C -3.01459 0.59372 0.69409
C 2.19523 0.93557 -1.26841
C 3.45496 1.48811 -1.40371
C 4.05847 2.05234 -0.28609
H 6.10603 1.22512 -2.32679
H 7.27788 2.46234 -2.81680
H 5.54710 2.79955 -2.93925
H 6.36101 2.83212 1.65902
H 5.48681 4.28651 1.18368
H 3.64986 3.54168 2.46557
H 4.44955 2.00367 2.78476
H 1.62513 1.52768 2.02475
H -0.64967 1.45717 1.55316
H -0.00766 -0.12008 2.03226
H -1.26237 -2.04296 1.74407
H -2.99261 -1.75939 2.03415
H -2.71412 -3.18035 0.05238
H -1.66582 -1.96869 -0.71517
H -7.43008 -3.14170 -0.23094
H -7.21123 -5.84655 -0.14614
H -4.54450 -6.31968 -0.44864
H -4.24163 0.50809 -1.09333
H -2.51223 0.13544 -1.37105
H -2.74600 1.64710 0.60355
H -3.90973 0.51558 1.32424
H 1.71188 0.49229 -2.12625
H 3.92366 1.47067 -2.37039
```

Output
Molar mass, g mol⁻¹: 381.43
SMILES string: CC(=O)N1CCc2cc(C(=O)CN3CCN(C(=O)c4ccco4)CC3)ccc21
Orbital gap, eV: 8.03
ΔE to the lowest compared entry with this formula, charge and spin, kcal/mol: 55.9


Here is the molecule C24H28N2O4S from OMol25. Energies are from wB97M-V/def2-TZVPD.

The geometry in XYZ format:
```
59
C24H28N2O4S (wB97M-V/def2-TZVPD)
C 0.85549 2.63606 -3.34232
C 1.43787 1.38032 -3.91110
C 1.81085 0.31628 -3.16703
C 1.58399 0.26823 -1.70681
O 0.84553 1.05392 -1.13637
N 2.25481 -0.72429 -1.06136
C 2.19701 -1.03478 0.30114
C 1.90574 -0.08413 1.27307
C 1.83763 -0.45852 2.60242
C 2.05829 -1.77370 2.99235
C 1.81577 -2.22111 4.40588
C 0.37793 -2.74897 4.39472
O 0.10591 -3.92281 4.27341
N -0.54840 -1.77133 4.47617
C -1.94455 -1.97865 4.14679
C -2.38766 -1.00754 3.08431
C -1.58198 -0.74688 1.98491
C -1.93445 0.18878 1.02754
C -3.13938 0.87413 1.14094
O -3.64965 1.80400 0.29262
C -2.95378 2.34888 -0.82317
C -2.68463 1.32881 -1.93333
C -1.69762 3.12503 -0.42446
C -3.96500 0.59471 2.23536
C -3.59020 -0.31982 3.19465
C 2.38655 -2.70996 2.01711
C 2.46547 -2.34614 0.68918
S 2.62650 -1.10090 -3.89338
C 3.13740 -0.32419 -5.44819
C 1.93045 0.39030 -6.03056
O 1.55642 1.50591 -5.25702
H -0.17446 2.46427 -3.03898
H 1.40204 2.96088 -2.46207
H 0.88423 3.40239 -4.11290
H 2.74186 -1.40250 -1.63237
H 1.71200 0.93548 0.98658
H 1.60561 0.29352 3.34383
H 1.92257 -1.39875 5.11288
H 2.48370 -3.03659 4.68000
H -0.24415 -0.81062 4.50498
H -2.56245 -1.86064 5.04455
H -2.03077 -3.01535 3.80397
H -0.65046 -1.28158 1.86896
H -1.25239 0.36987 0.21502
H -3.69971 3.06592 -1.19464
H -2.62980 1.84342 -2.89002
H -3.49756 0.60742 -1.97666
H -1.75018 0.79843 -1.77472
H -1.87950 3.66425 0.50258
H -0.84306 2.46907 -0.29294
H -1.45845 3.84607 -1.20218
H -4.90042 1.12680 2.31282
H -4.23909 -0.50411 4.03895
H 2.55812 -3.73608 2.30457
H 2.71432 -3.08312 -0.06120
H 3.48563 -1.12046 -6.10169
H 3.94553 0.37864 -5.24347
H 2.15488 0.79304 -7.02240
H 1.08966 -0.31133 -6.11093
```

Output
Molar mass, g mol⁻¹: 440.56
SMILES string: CC1=C(C(=O)Nc2ccc(CC(=O)NCc3ccc(OC(C)C)cc3)cc2)SCCO1
Orbital gap, eV: 8.43
ΔE to the lowest compared entry with this formula, charge and spin, kcal/mol: 3.3


Here is a structure of composition C51H44N11O2SSiTi from OMol25. Energies are from wB97M-V/def2-TZVPD.

The geometry in XYZ format:
```
111
C51H44N11O2SSiTi (wB97M-V/def2-TZVPD)
Ti 0.63112 0.12303 -0.46681
C 2.79200 -3.02132 2.21017
C 2.71644 -2.06450 1.20494
N 1.80811 -1.09925 1.25403
C 1.04541 -1.02840 2.35309
C 1.10010 -2.02026 3.32199
N 1.96243 -3.02938 3.24718
C 0.31425 0.25081 2.50843
C -0.19726 0.63043 3.73648
C -0.61059 1.93752 3.95831
C -0.40578 2.82684 2.91053
C 0.09213 2.38234 1.69690
N 0.39658 1.09666 1.45968
C 0.27689 3.35892 0.60290
C 0.75118 4.64855 0.81544
N 0.85273 5.51813 -0.18365
C 0.46951 5.09097 -1.38319
C 0.02012 3.79255 -1.60286
N -0.05205 2.93039 -0.60203
C -1.17791 2.37424 5.26403
C -1.68720 3.65716 5.44672
C -2.18034 4.02605 6.68705
N -2.20722 3.22102 7.74522
C -1.73395 1.99129 7.56711
C -1.21907 1.52733 6.36839
H 3.53091 -3.81024 2.15634
H 3.39504 -2.07251 0.36533
H 0.43690 -2.01160 4.17629
H -0.24788 -0.10720 4.52059
H -0.65690 3.87261 2.99527
H 1.07593 4.98032 1.79512
H 0.53394 5.79964 -2.19958
H -0.28733 3.42904 -2.57446
H -1.72415 4.37367 4.63967
H -2.57634 5.02375 6.83485
H -1.76582 1.33658 8.43018
H -0.85285 0.51253 6.32065
C 5.74664 0.43134 1.93665
C 4.67704 1.20724 2.35730
C 3.59621 1.42989 1.51413
C 3.55522 0.86013 0.24543
C 4.64903 0.10456 -0.18205
C 5.72979 -0.10965 0.65566
N 2.42743 1.01432 -0.59392
C 2.66409 1.68374 -1.78969
C 3.79891 2.43186 -2.11346
C 3.88798 3.06123 -3.34480
C 2.84510 2.95039 -4.26480
C 1.70761 2.22953 -3.94960
C 1.60063 1.60640 -2.70041
N 0.53003 0.84810 -2.28642
N -0.59663 0.99694 -3.09825
C -0.89670 -0.01718 -3.90216
C -2.14580 0.05850 -4.60566
C -2.47558 -0.90754 -5.51010
C -1.60001 -1.98195 -5.74059
C -0.43304 -1.99254 -5.00236
N -0.07246 -1.07558 -4.11145
H 6.58822 0.25787 2.59360
H 4.68364 1.65105 3.34521
H 2.77172 2.04913 1.84298
H 4.61912 -0.33212 -1.17295
H 6.55985 -0.71296 0.31095
H 4.60637 2.52435 -1.39857
H 4.77394 3.63354 -3.58923
H 2.92592 3.42754 -5.23334
H 0.88258 2.12842 -4.64147
H -2.80236 0.89227 -4.39521
H -3.41888 -0.84808 -6.04246
H -1.82227 -2.76316 -6.45326
H 0.27345 -2.81247 -5.12601
C -1.71860 -2.39409 1.21242
Si -1.09546 -2.71072 -0.54019
C -2.46457 -2.40797 -1.76402
C -0.91791 -4.59354 -0.54520
N 0.36942 -1.80001 -0.92156
C 1.50485 -2.43840 -1.46677
C 1.95268 -3.68828 -1.01304
C 3.12706 -4.26484 -1.47735
C 3.91451 -3.60688 -2.40737
C 3.48184 -2.37258 -2.88162
C 2.30442 -1.80233 -2.43185
H -2.75658 -2.73084 1.24985
H -1.71383 -1.34411 1.50272
H -1.15484 -2.97701 1.94558
H -3.42237 -2.69390 -1.32242
H -2.31199 -2.99516 -2.66966
H -2.52171 -1.36501 -2.06315
H -1.93770 -4.98576 -0.51690
H -0.38692 -4.99178 0.32049
H -0.43998 -4.97380 -1.44775
H 1.38929 -4.20781 -0.25627
H 3.42895 -5.23050 -1.08975
H 4.83506 -4.04846 -2.76603
H 4.06231 -1.84308 -3.62818
H 1.96016 -0.87233 -2.85533
O -8.34493 -1.42658 1.06574
C -7.74138 -1.13639 -0.12035
O -8.38252 -1.23181 -1.13338
C -6.31828 -0.71117 -0.06391
C -5.71171 -0.30472 -1.25265
C -4.39966 0.11999 -1.27324
C -3.62908 0.15699 -0.10330
S -2.01582 0.83509 -0.10096
C -4.24422 -0.25666 1.08635
C -5.55835 -0.68076 1.10588
H -7.72358 -1.27788 1.78808
H -6.29644 -0.33041 -2.16214
H -3.94471 0.43907 -2.20187
H -3.66920 -0.23364 2.00158
H -5.96413 -0.99477 2.06352
```

Output
Molar mass, g mol⁻¹: 951.01
Orbital gap, eV: 4.00
Net charge: -1
ΔE to the lowest compared entry with this formula, charge and spin, kcal/mol: 44.6


Here is a cluster of 10 separate species, C10H40O10 in total from OMol25. Energies are from wB97M-V/def2-TZVPD.

The geometry in XYZ format:
```
60
C10H40O10 (wB97M-V/def2-TZVPD)
C 3.18542 3.84977 2.54281
O 2.52109 3.91837 1.24829
H 3.62554 2.87703 2.76231
H 3.97269 4.60260 2.58211
H 2.54513 4.19522 3.35448
H 2.09484 4.77843 1.23365
C 0.59748 -0.60960 0.15713
O -0.12378 0.60919 0.12026
H -0.12338 -1.40308 -0.03997
H 1.45305 -0.47329 -0.50431
H 0.97346 -0.74013 1.17187
H 0.51570 1.31871 0.21643
C 2.41568 -6.15999 0.06898
O 2.74901 -7.53738 0.03425
H 1.33341 -6.05072 -0.00066
H 2.76030 -5.72734 1.00821
H 2.89489 -5.61892 -0.74692
H 2.17983 -7.88452 0.72500
C -2.71552 4.83662 -1.22344
O -3.69563 5.65838 -1.82560
H -2.96518 4.48805 -0.22131
H -2.56076 4.03450 -1.94507
H -1.71113 5.25588 -1.28266
H -3.77415 6.52991 -1.43080
C -1.62740 -2.92415 5.46617
O -2.96644 -2.73186 5.03842
H -1.62262 -3.46539 6.41229
H -1.04968 -3.56074 4.79604
H -1.12252 -1.97335 5.63703
H -3.42339 -3.56588 5.16959
C 1.38976 1.95855 -5.21666
O 2.66177 1.50891 -5.59471
H 1.18935 1.92784 -4.14568
H 1.22869 3.01557 -5.42848
H 0.57633 1.39819 -5.67754
H 2.89046 0.87432 -4.91163
C -0.88418 -5.50183 -4.18359
O -2.08788 -5.20129 -4.96708
H -0.01106 -5.14132 -4.72747
H -0.89295 -5.10630 -3.16792
H -0.82481 -6.58674 -4.09684
H -2.84957 -5.49064 -4.45943
C -2.78636 2.41556 4.70159
O -3.53831 1.64048 5.62413
H -3.03464 2.13796 3.67719
H -3.09055 3.45620 4.81409
H -1.71015 2.36547 4.86701
H -3.56541 0.74287 5.28477
C 7.08337 2.22757 -1.48863
O 7.91557 2.05944 -2.59063
H 7.34433 1.56437 -0.66390
H 7.23770 3.25000 -1.14380
H 6.04381 1.93388 -1.63408
H 7.93686 2.93051 -2.99358
C -5.52508 -0.24466 -0.14178
O -6.81362 -0.06944 -0.75974
H -5.15595 0.75414 0.09113
H -5.68898 -0.72349 0.82360
H -4.75259 -0.73676 -0.73271
H -6.62205 0.11431 -1.68231
```

Output
Molar mass, g mol⁻¹: 320.42
SMILES string: CO.CO.CO.CO.CO.CO.CO.CO.CO.CO
Orbital gap, eV: 10.27
ΔE to the lowest compared entry with this formula, charge and spin, kcal/mol: 132.6


Here is the molecule C3H6N2O2 from OMol25. Energies are from wB97M-V/def2-TZVPD.

The geometry in XYZ format:
```
13
C3H6N2O2 (wB97M-V/def2-TZVPD)
N -2.09075 -0.16402 -0.26105
C -0.78236 -0.10111 -0.12283
O -0.22533 0.99951 -0.50812
C 0.07964 -1.11128 0.60790
O 0.75715 -0.31112 1.43634
C 1.18723 1.10928 -0.19640
N 1.96543 0.70857 -1.09682
H -2.61863 0.63340 -0.59005
H -2.58802 -0.98737 0.04225
H 0.67080 -1.66792 -0.15690
H -0.60343 -1.85702 1.07390
H 1.32445 1.79269 0.63229
H 2.92381 0.95641 -0.86052
```

Output
Molar mass, g mol⁻¹: 102.09
Orbital gap, eV: 8.53
ΔE to the lowest compared entry with this formula, charge and spin, kcal/mol: 89.3


no.,F_max (eV Å⁻¹)
1,7.101
2,7.019
3,5.262
4,1.401
5,1.314
6,0.938
7,1.984
8,1.486
9,0.498